(1)
32
Properties=species:S:1:pos:R:3 method="wB97M-V/def2-TZVPD" charge=+1 molar_mass_g_mol=188.29 homo_lumo_gap_ev=8.404
C -3.091 -0.487 -0.402
C -2.220 -0.836 -1.405
C -1.288 0.507 0.694
C -2.647 0.305 0.699
C -0.874 -0.585 -1.310
C 0.228 -2.121 1.982
C 1.319 -1.851 1.335
C 0.929 0.046 0.126
C 1.979 0.763 -0.278
C -3.719 0.758 1.614
C 0.189 -1.219 -2.242
C 1.793 1.909 -1.177
C 3.423 0.554 0.074
N -0.397 0.092 -0.246
H -4.111 -0.611 -0.397
H -2.643 -1.262 -2.248
H -0.913 0.973 1.529
H 0.143 -2.967 2.593
H -0.394 -1.257 2.094
H 2.278 -2.315 1.190
H -3.412 1.385 2.499
H -4.260 1.403 0.935
H -4.402 -0.001 2.013
H -0.251 -1.884 -3.002
H 0.633 -0.408 -2.788
H 0.836 -1.871 -1.764
H 1.580 1.612 -2.219
H 0.923 2.469 -0.903
H 2.734 2.578 -1.146
H 3.482 -0.132 0.878
H 3.781 1.459 0.386
H 3.908 0.077 -0.741



(2)
37
Properties=species:S:1:pos:R:3 method="wB97M-V/def2-TZVPD" smiles="C[C@@H](O)[C@H](N)C(=O)N[C@@H](Cc1ccccc1)C(=O)O" molar_mass_g_mol=266.30 homo_lumo_gap_ev=9.820
C -0.355 1.961 -0.250
C -1.080 1.537 1.039
C 1.096 1.400 -0.272
C 1.711 1.507 -1.731
C -2.015 -0.801 0.059
C -3.425 -0.945 -0.365
C -1.371 -2.103 0.565
C 0.126 -2.076 0.479
C 0.948 -1.948 1.567
C 0.683 -2.020 -0.811
C 2.365 -1.941 1.458
C 2.066 -1.968 -0.979
C 2.960 -1.997 0.166
H -0.243 3.687 0.728
H -0.798 3.910 -0.836
H -0.801 1.650 -1.210
H 1.247 0.366 -0.138
H 1.709 3.095 0.401
H 1.762 2.510 -2.083
H 2.633 0.927 -1.773
H 1.041 0.971 -2.396
H -2.408 0.415 1.889
H -1.400 -0.481 -0.899
H -1.826 -2.335 1.633
H -1.664 -2.976 -0.040
H 0.504 -1.871 2.617
H 0.040 -1.804 -1.689
H 2.864 -1.935 2.437
H 2.521 -1.907 -1.964
H 4.081 -1.873 0.014
H -3.543 0.881 -0.091
N -0.180 3.375 -0.261
N -1.811 0.332 1.040
O -1.154 2.174 2.069
O 1.775 2.126 0.668
O -3.902 -2.058 -0.636
O -4.154 0.214 -0.404



(3)
38
Properties=species:S:1:pos:R:3 method="wB97M-V/def2-TZVPD" smiles="C[C@@H](O)[C@H](N)C(=O)N[C@@H](Cc1ccc(O)cc1)C(=O)O" molar_mass_g_mol=282.30 homo_lumo_gap_ev=9.199
C 0.370 2.525 -0.255
C 1.048 1.549 -1.100
C -1.165 2.519 -0.394
C -1.948 2.726 0.839
C 1.457 -0.795 -1.444
C 0.881 -1.269 -2.722
C 1.786 -1.837 -0.316
C 0.660 -2.276 0.571
C -0.466 -3.048 0.112
C 0.639 -1.917 1.813
C -1.475 -3.483 0.895
C -0.314 -2.364 2.753
C -1.341 -3.093 2.229
H 1.336 4.093 -1.237
H 1.044 4.410 0.262
H 0.754 2.289 0.725
H -1.585 1.577 -0.764
H -0.748 3.800 -1.157
H -3.062 2.511 0.769
H -1.769 3.877 1.013
H -1.601 2.390 1.829
H 0.482 0.070 0.045
H 2.535 -0.402 -1.597
H 2.430 -2.500 -0.814
H 2.497 -1.316 0.350
H -0.571 -3.255 -0.962
H 1.467 -1.188 2.214
H -2.043 -4.248 0.530
H -0.270 -1.944 3.862
H -2.253 -3.106 3.924
H 0.966 0.528 -3.556
N 0.716 3.897 -0.520
N 0.628 0.230 -0.941
O 1.714 1.791 -2.100
O -1.656 3.618 -1.203
O 0.564 -2.454 -2.999
O -2.332 -3.551 3.103
O 0.624 -0.357 -3.756



(4)
34
Properties=species:S:1:pos:R:3 method="wB97M-V/def2-TZVPD" smiles="C[NH2+][C@]1(c2ccccc2N)C=CC=C[C@@H]1N" charge=+1 molar_mass_g_mol=216.31 homo_lumo_gap_ev=7.857
C 3.222 -1.183 -1.125
C 4.021 -0.105 -0.655
C 1.855 -1.090 -0.812
C 3.494 0.906 0.115
C 1.291 0.026 -0.138
C 2.075 1.066 0.313
C -1.906 2.252 -0.877
C -1.564 2.060 0.515
C -1.711 1.236 -1.704
C -1.040 0.902 0.977
C -1.138 -0.074 -1.316
C -0.492 -0.122 0.123
C -1.038 -1.539 1.992
N 1.727 2.289 0.875
N -2.236 -1.106 -1.361
N -0.666 -1.578 0.563
H 3.727 -2.004 -1.777
H 5.131 -0.187 -0.865
H 1.164 -1.965 -1.261
H 3.943 1.776 0.557
H -2.470 3.039 -1.333
H -1.986 2.881 1.245
H -2.041 1.334 -2.791
H -0.924 0.929 2.006
H -0.273 -0.282 -1.883
H -0.992 -2.512 2.327
H -0.331 -0.898 2.610
H -2.121 -1.412 2.172
H 2.302 3.062 1.085
H 0.777 2.464 0.773
H -2.685 -1.278 -2.242
H -2.971 -0.810 -0.753
H -1.513 -1.747 -0.236
H 0.196 -2.209 0.551



(5)
37
Properties=species:S:1:pos:R:3 method="wB97M-V/def2-TZVPD" charge=+2 molar_mass_g_mol=279.28 homo_lumo_gap_ev=6.393
C -4.753 2.077 0.861
C -5.041 2.123 -0.693
C -4.609 0.774 -1.426
N -3.181 0.422 -1.171
C -2.883 -0.414 -0.115
C -1.509 -0.799 0.247
C -0.379 -0.273 -0.573
C 1.049 -0.649 -0.151
C 1.472 -1.951 0.387
C 2.876 -2.139 0.786
N 3.835 -1.146 0.674
P 5.539 -1.283 1.182
N 5.860 0.070 1.912
O 5.784 -2.493 2.280
O 6.590 -1.363 -0.115
C 3.464 0.090 0.135
C 2.110 0.404 -0.295
C -0.739 0.596 -1.703
C -2.154 0.908 -1.968
H -3.639 1.930 0.985
H -5.095 3.034 1.339
H -5.262 1.170 1.290
H -6.132 2.331 -0.896
H -4.485 3.011 -1.111
H -5.280 -0.024 -0.995
H -4.824 0.863 -2.530
H -3.687 -0.815 0.552
H -1.270 -1.456 1.118
H 0.732 -2.783 0.488
H 3.220 -3.114 1.227
H 6.614 0.548 1.407
H 5.276 -2.245 3.083
H 6.757 -2.307 -0.336
H 4.246 0.878 0.031
H 1.858 1.399 -0.723
H 0.045 1.034 -2.362
H -2.406 1.591 -2.822



(6)
42
Properties=species:S:1:pos:R:3 method="wB97M-V/def2-TZVPD" molar_mass_g_mol=574.47 homo_lumo_gap_ev=7.715
Pt 0.477 1.406 0.171
O -2.955 3.003 -2.513
C -2.232 2.869 -1.383
O -2.613 2.256 -0.428
C -0.958 3.659 -1.453
C -0.985 4.894 -2.078
C 0.127 5.718 -2.013
C 1.228 5.279 -1.307
C 1.199 4.021 -0.732
N 0.141 3.203 -0.829
C 2.382 3.546 0.104
O 3.339 4.284 0.212
O 2.238 2.382 0.630
H -3.779 2.513 -2.369
H -1.885 5.203 -2.586
H 0.117 6.691 -2.484
H 2.127 5.864 -1.172
C 3.163 -2.611 0.695
C 2.250 -3.151 -0.385
C 1.625 -4.484 -0.028
O 1.239 -2.175 -0.781
P 0.064 -1.506 0.017
S -0.783 -0.105 -1.136
S 0.661 -0.410 1.599
O -0.850 -2.755 0.342
C -2.002 -2.817 1.243
C -2.946 -1.645 1.077
C -1.528 -2.997 2.673
H 4.029 -3.271 0.775
H 2.668 -2.579 1.665
H 3.509 -1.608 0.452
H 2.817 -3.256 -1.310
H 1.065 -4.421 0.904
H 2.420 -5.220 0.099
H 0.955 -4.826 -0.815
H -2.494 -3.731 0.911
H -2.493 -0.713 1.414
H -3.834 -1.836 1.682
H -3.251 -1.524 0.039
H -1.178 -2.056 3.096
H -0.721 -3.729 2.721
H -2.355 -3.365 3.281



(7)
33
Properties=species:S:1:pos:R:3 method="wB97M-V/def2-TZVPD" smiles="O=C1C=CCC2(CCCC2)[C@]12CCCS2" molar_mass_g_mol=222.35 homo_lumo_gap_ev=9.044
C 0.739 2.592 -0.319
C -0.377 2.641 0.416
C 1.265 1.207 -0.775
C -1.039 1.436 0.924
C -2.571 -1.431 -0.510
C -1.945 -0.863 -1.767
C 2.833 -0.680 1.145
C 1.469 -0.037 1.302
C -1.553 -1.002 0.540
C -1.342 0.522 -1.421
C 2.570 -1.967 0.208
C 0.741 0.053 -0.026
C -0.821 0.229 0.066
O 1.957 1.217 -1.773
S 1.149 -1.538 -0.910
H 1.299 3.463 -0.653
H -0.885 3.498 0.728
H -0.820 1.216 1.955
H -2.087 1.697 0.956
H -3.499 -0.780 -0.227
H -2.775 -2.490 -0.642
H -1.086 -1.621 -2.086
H -2.777 -0.822 -2.543
H 3.431 0.154 0.861
H 3.383 -1.160 1.963
H 0.769 -0.535 1.905
H 1.499 0.956 1.759
H -1.917 -1.040 1.522
H -0.733 -1.805 0.436
H -0.566 0.793 -2.039
H -1.975 1.339 -1.458
H 3.428 -2.368 -0.378
H 2.239 -2.873 0.843



(8)
41
Properties=species:S:1:pos:R:3 method="wB97M-V/def2-TZVPD" smiles="CC[C@@H](Br)N(c1ccccc1)S(=O)(=O)F.CCOC(=O)OC" molar_mass_g_mol=400.27 homo_lumo_gap_ev=10.514
C 0.286 -2.169 2.160
C -0.253 -2.930 0.920
C 0.790 -2.964 -0.229
Br 1.778 -4.647 -0.291
N 0.155 -2.512 -1.499
C 0.840 -1.376 -2.104
C 0.159 -0.184 -2.075
C 0.742 0.963 -2.590
C 2.015 0.859 -3.113
C 2.690 -0.341 -3.158
C 2.108 -1.485 -2.648
S -0.261 -3.693 -2.587
O -0.959 -4.756 -1.964
O -1.034 -3.046 -3.587
F 1.036 -4.198 -3.341
H -0.487 -1.529 2.599
H 1.118 -1.500 1.900
H 0.676 -2.883 2.894
H -1.112 -2.349 0.564
H -0.613 -3.931 1.174
H 1.524 -2.196 0.026
H -0.838 -0.149 -1.640
H 0.191 1.898 -2.540
H 2.486 1.761 -3.499
H 3.694 -0.375 -3.573
H 2.605 -2.452 -2.642
C -2.840 4.806 2.278
C -3.105 3.357 1.924
O -1.994 2.762 1.236
C -0.934 2.476 1.990
O -0.832 2.656 3.175
O 0.012 1.963 1.198
C 1.248 1.699 1.862
H -2.572 5.373 1.385
H -3.724 5.254 2.732
H -2.012 4.898 2.979
H -3.948 3.298 1.237
H -3.361 2.766 2.805
H 1.101 1.056 2.728
H 1.725 2.633 2.158
H 1.898 1.187 1.155



(9)
36
Properties=species:S:1:pos:R:3 method="wB97M-V/def2-TZVPD" multiplicity=6 charge=-2 molar_mass_g_mol=354.22 homo_lumo_gap_ev="4.583 / 4.659"
C -1.788 -0.880 -1.269
C -2.077 -1.430 0.017
C -2.310 -0.349 0.929
H -2.169 -2.491 0.251
C -2.239 0.872 0.189
C -1.829 0.565 -1.144
H -1.618 1.278 -1.945
H -1.644 -1.441 -2.178
H -2.610 -0.446 1.978
H -2.551 1.845 0.568
Mn -0.149 -0.150 -0.007
Br 1.398 -0.506 -1.684
C 2.544 0.659 -4.536
C 1.482 1.456 -5.054
C 0.492 0.578 -5.595
H 1.440 2.542 -5.049
C 0.948 -0.764 -5.417
C 2.217 -0.717 -4.764
H 2.819 -1.570 -4.474
H 3.437 1.022 -4.037
H -0.436 0.879 -6.076
H 0.429 -1.666 -5.727
C -0.873 1.378 3.964
Si 0.362 0.069 3.353
C 1.991 0.385 4.225
C -0.258 -1.625 3.950
O 0.539 0.133 1.762
H -0.901 1.383 5.068
H -1.894 1.211 3.593
H -0.583 2.387 3.626
H 1.815 0.340 5.311
H 2.748 -0.360 3.952
H 2.404 1.366 3.967
H -1.269 -1.869 3.594
H 0.398 -2.441 3.603
H -0.265 -1.642 5.055



(10)
35
Properties=species:S:1:pos:R:3 method="wB97M-V/def2-TZVPD" smiles=CCCCCCNCc1c(F)cccc1Cl molar_mass_g_mol=243.75 homo_lumo_gap_ev=9.642
C 0.502 5.894 -0.357
C 0.792 4.734 0.588
C 2.195 4.171 0.371
C 2.599 3.118 1.404
C 1.715 1.871 1.430
C 1.734 1.093 0.106
N 1.105 -0.211 0.148
H 1.558 -0.795 0.845
C -0.331 -0.193 0.386
C -0.891 -1.558 0.093
C -1.294 -2.416 1.109
C -1.788 -3.686 0.875
C -1.880 -4.132 -0.431
C -1.483 -3.316 -1.475
C -0.992 -2.047 -1.209
Cl -0.501 -1.053 -2.523
H -1.550 -3.657 -2.496
H -2.262 -5.119 -0.636
H -2.087 -4.301 1.708
F -1.204 -1.993 2.389
H -0.605 0.099 1.411
H -0.770 0.532 -0.308
H 1.231 1.667 -0.676
H 2.772 0.935 -0.203
H 0.691 2.152 1.679
H 2.077 1.209 2.223
H 3.629 2.813 1.204
H 2.578 3.575 2.397
H 2.912 4.993 0.429
H 2.265 3.749 -0.633
H 0.696 5.075 1.621
H 0.049 3.951 0.425
H 1.208 6.706 -0.194
H 0.587 5.572 -1.393
H -0.503 6.277 -0.198



(11)
39
Properties=species:S:1:pos:R:3 method="wB97M-V/def2-TZVPD" charge=+2 molar_mass_g_mol=377.98 homo_lumo_gap_ev=6.175
Cl 1.761 -1.657 -3.306
C -0.050 1.771 -2.687
C -1.245 1.538 -1.846
C -1.964 0.400 -2.401
H -1.558 2.154 -0.989
C -1.214 -0.075 -3.576
C -0.021 0.755 -3.722
H 0.756 0.601 -4.482
H 0.706 2.557 -2.536
H -2.909 -0.036 -2.029
C -1.558 -1.258 -4.422
Zr 0.158 -0.352 -1.691
C -0.147 -2.563 -1.219
O -0.284 -3.656 -0.882
C 2.191 -0.240 -0.708
O 3.236 -0.254 -0.222
H -2.059 -2.037 -3.829
H -0.644 -1.674 -4.869
H -2.238 -0.923 -5.218
C -0.916 -2.050 2.540
N -0.227 -0.808 2.862
C -0.005 -0.508 4.261
C 0.155 -0.025 1.816
O -0.207 -0.444 0.642
N 0.819 1.166 1.913
C 1.455 1.681 3.100
C 1.039 2.045 0.730
H -1.154 -2.573 3.462
H -0.299 -2.716 1.936
H -1.857 -1.883 2.014
H 1.063 -0.446 4.473
H -0.514 0.415 4.549
H -0.416 -1.319 4.858
H 1.973 2.613 2.863
H 0.703 1.912 3.849
H 2.201 0.982 3.476
H 2.116 2.186 0.528
H 0.539 1.678 -0.186
H 0.618 3.043 0.949



(12)
41
Properties=species:S:1:pos:R:3 method="wB97M-V/def2-TZVPD" charge=-2 molar_mass_g_mol=556.10 homo_lumo_gap_ev="1.754 / 1.838"
C 1.335 -2.427 -2.713
I 2.959 -3.021 0.409
H 2.243 -2.072 -3.248
H 0.454 -1.867 -2.327
H 1.323 -3.534 -2.720
C -2.040 -0.064 2.440
C -0.862 -0.281 3.031
N -0.050 -0.948 2.109
C -0.724 -0.966 0.862
N -1.927 -0.429 1.125
H -2.946 0.400 2.778
H -0.564 -0.254 4.055
C 0.183 2.677 -1.472
C 0.276 0.450 -1.061
N -0.519 1.522 -1.242
H 2.420 2.933 -1.371
N 1.570 0.985 -1.086
H -0.402 3.595 -1.629
Y 1.888 -0.543 0.736
C -0.193 -0.929 -0.590
O -0.717 -1.838 -1.392
C 1.491 2.369 -1.277
C 2.762 0.389 -1.695
H 3.349 1.241 -2.103
H 2.456 -0.271 -2.520
H 3.391 -0.139 -0.914
C -1.946 1.637 -1.503
H -1.975 2.324 -2.338
H -2.446 2.085 -0.622
H -2.395 0.672 -1.780
C -3.126 -0.470 0.324
H -3.881 -1.010 0.928
H -2.979 -0.984 -0.654
H -3.519 0.564 0.162
C 0.764 -2.000 2.750
H 0.421 -3.011 2.507
H 0.688 -1.872 3.832
H 1.860 -1.909 2.553
Se -0.809 3.216 1.889
C 0.616 2.248 1.905
N 1.573 1.533 1.863